1.
A single CH4BClS molecule. Source: OMol25; level of theory: ωB97M-V/def2-TZVPD.

## Properties
Molar mass: 94.38 g/mol
LUMO: -0.1598 eV
Gap between HOMO and LUMO: 0.357 Ha

Each line ends with the Mulliken charge.
Cartesian coordinates (Å):
C: -0.6260 -0.5679 0.6282  -0.993
B: 0.3863 0.7094 0.2760  0.294
S: 1.0414 1.3935 -1.2975  -0.061
Cl: 0.5222 0.1304 -2.8149  -0.157
H: -1.2197 -0.8380 -0.2628  0.287
H: -0.9813 -0.5183 1.5653  0.341
H: -0.0251 -1.4543 0.6510  0.333
H: 0.9023 1.1452 1.2547  -0.044



2.
A single CH4BClS molecule. Source: OMol25; level of theory: ωB97M-V/def2-TZVPD.

## Properties
Molar mass: 94.38 g/mol
LUMO: -0.0759 eV
Gap between HOMO and LUMO: 0.336 Ha

Each line ends with the Mulliken charge.
Cartesian coordinates (Å):
B: -0.0219 0.0129 1.0356  0.206
C: 0.6873 0.3300 -0.4440  -0.462
S: -1.0105 0.3997 -0.9424  0.036
Cl: -1.4964 -1.4663 -1.5179  -0.128
H: -0.0111 0.7745 1.9447  -0.076
H: -0.5684 -0.9734 1.2353  -0.082
H: 1.1373 1.3852 -0.4837  0.217
H: 1.2837 -0.4627 -0.8275  0.290



1 takes first place; second place is 0.0420 hartree up.



1.
A gas-phase ion, CHI2O3S (charge -1). Source: OMol25; level of theory: ωB97M-V/def2-TZVPD.

## Properties
Total charge: -1
Molar mass: 346.89 g/mol
LUMO (spin up / spin down): 1.8378 / 1.8367 eV
Gap between HOMO and LUMO (spin up / spin down): 0.247 / 0.247 Ha

Each line ends with the Mulliken charge.
Cartesian coordinates (Å):
C: -2.6881 -0.4203 0.9797  -0.489
O: 2.9179 -0.6831 0.5246  -0.485
O: 2.3327 1.5259 -0.3880  -0.484
O: 2.0517 -0.4912 -1.7646  -0.482
S: 2.2042 0.0917 -0.4563  0.789
I: -3.7548 1.3030 0.3501  -0.047
I: -0.1703 -0.1776 0.5787  0.019
H: -2.8931 -1.1484 0.1759  0.179



2.
A gas-phase ion, CHI2O3S (charge -1). Source: OMol25; level of theory: ωB97M-V/def2-TZVPD.

## Properties
Total charge: -1
Molar mass: 346.89 g/mol
LUMO (spin up / spin down): 2.0473 / 2.0463 eV
Gap between HOMO and LUMO (spin up / spin down): 0.243 / 0.243 Ha

Each line ends with the Mulliken charge.
Cartesian coordinates (Å):
C: -2.4008 0.2081 -0.8030  -0.499
O: 2.2138 -0.3036 1.5873  -0.462
O: 2.2325 1.4427 -0.1435  -0.471
O: 2.6823 -0.8384 -0.8280  -0.484
S: 2.1803 0.0724 0.2013  0.821
I: -3.9957 -1.1503 0.1741  -0.219
I: -0.2996 -0.4001 -0.0278  0.139
H: -2.6128 0.9693 -0.1603  0.175



1 takes first place; second place is 0.0149 hartree up.



1.
A single C22H24FN5O2S molecule. Source: OMol25; level of theory: ωB97M-V/def2-TZVPD.

## Properties
Molar mass: 441.53 g/mol
LUMO: 0.3977 eV
Gap between HOMO and LUMO: 0.311 Ha

Each line ends with the Mulliken charge.
Cartesian coordinates (Å):
O: 3.4636 2.7598 3.8165  -0.650
C: 2.7676 2.8409 2.8280  0.718
C: 1.3233 3.3437 2.9257  -0.945
S: 0.0982 1.9957 2.8286  -0.131
C: -0.0753 1.8493 1.1078  0.464
N: 0.6904 2.3952 0.1967  -0.236
N: 0.1929 2.0643 -1.0049  -1.121
C: -0.8643 1.3280 -0.8242  0.608
C: -1.7309 0.8219 -1.9172  -0.958
N: -1.9981 -0.5936 -1.7770  -0.020
C: -2.5629 -1.3213 -2.8007  0.458
C: -3.3119 -0.7207 -3.8160  -0.146
C: -3.9314 -1.4898 -4.7829  -0.782
C: -3.8043 -2.8644 -4.7385  0.290
F: -4.4143 -3.6185 -5.6843  -0.336
C: -3.0629 -3.4885 -3.7510  -0.731
C: -2.4436 -2.7155 -2.7919  -0.401
N: -1.0936 1.1576 0.5180  0.383
C: -2.1008 0.3896 1.1947  -1.735
C: -1.5146 -0.8971 1.8020  0.756
C: -2.5237 -1.6083 2.7148  -0.867
C: -2.2597 -3.0820 2.4170  -0.651
C: -1.8922 -3.0178 0.9384  -0.475
O: -1.1464 -1.8195 0.7849  -0.458
N: 3.1207 2.5411 1.5616  0.076
C: 4.3445 2.0589 1.0869  0.554
C: 5.4626 1.8838 1.8959  -0.400
C: 6.6383 1.4083 1.3431  -0.579
C: 6.7145 1.1050 -0.0053  -0.457
C: 5.6001 1.2788 -0.8104  -0.598
C: 4.4204 1.7530 -0.2713  -0.494
H: 1.1722 3.7880 3.9091  0.415
H: 1.0849 4.0550 2.1366  0.435
H: -1.2236 1.0609 -2.8626  0.528
H: -2.6836 1.3727 -1.8951  0.385
H: -1.3356 -1.1025 -1.2048  0.134
H: -3.4154 0.3515 -3.8564  0.379
H: -4.5095 -1.0301 -5.5688  0.421
H: -2.9713 -4.5631 -3.7461  0.431
H: -1.8496 -3.1864 -2.0229  0.415
H: -2.8814 0.1357 0.4751  0.424
H: -2.5141 0.9992 2.0048  0.408
H: -0.6019 -0.6356 2.3547  0.277
H: -2.3756 -1.3480 3.7592  0.379
H: -3.5408 -1.3418 2.4232  0.364
H: -3.1206 -3.7179 2.6049  0.385
H: -1.4115 -3.4418 2.9994  0.301
H: -1.2629 -3.8449 0.6062  0.352
H: -2.7972 -2.9762 0.3159  0.304
H: 2.3870 2.6208 0.8483  0.132
H: 5.4053 2.1188 2.9455  0.474
H: 7.5037 1.2763 1.9757  0.369
H: 7.6370 0.7364 -0.4285  0.377
H: 5.6504 1.0447 -1.8636  0.376
H: 3.5482 1.8904 -0.8947  0.403



2.
A single C22H24FN5O2S molecule. Source: OMol25; level of theory: ωB97M-V/def2-TZVPD.

## Properties
Molar mass: 441.53 g/mol
LUMO: 0.3131 eV
Gap between HOMO and LUMO: 0.322 Ha

Each line ends with the Mulliken charge.
Cartesian coordinates (Å):
C: 1.2410 0.2793 4.5624  -0.874
C: 2.5289 -0.4767 4.3452  0.831
O: 3.5458 -0.1801 4.9319  -0.596
C: 2.4916 -1.6120 3.3862  -0.016
C: 3.5838 -2.4817 3.3565  -0.836
C: 3.5958 -3.5569 2.4900  -0.610
C: 2.5333 -3.7843 1.6320  -0.621
C: 1.4439 -2.9166 1.6448  0.298
N: 0.3358 -3.0628 0.8083  0.071
C: 0.1417 -3.9412 -0.2000  0.693
O: 0.8898 -4.8304 -0.5386  -0.641
C: -1.1953 -3.7110 -0.9110  -0.915
S: -1.1135 -2.3517 -2.1274  -0.061
C: -1.2883 -0.9731 -1.0881  0.250
N: -1.3331 -0.9743 0.2189  -0.493
N: -1.4599 0.2999 0.6291  -0.753
C: -1.5182 1.0711 -0.4163  0.044
C: -1.5045 2.5674 -0.3858  0.385
C: -2.5785 3.0884 0.5682  -2.032
N: -0.1804 3.0810 -0.0428  -0.007
C: 0.8154 2.7562 -1.0433  -0.966
C: 0.2792 2.7396 1.2879  -0.944
N: -1.4106 0.3060 -1.5598  0.786
C: -1.4476 0.7179 -2.9051  -0.569
C: -2.5399 1.4422 -3.3704  -0.011
C: -2.5777 1.8583 -4.6876  -0.822
C: -1.5212 1.5334 -5.5209  0.385
F: -1.5563 1.9373 -6.8021  -0.324
C: -0.4322 0.8043 -5.0755  -0.864
C: -0.3965 0.3964 -3.7560  0.015
C: 1.4239 -1.8375 2.5252  0.030
H: 1.3818 1.0038 5.3604  0.368
H: 0.9603 0.8069 3.6532  -0.078
H: 0.4396 -0.4063 4.8266  0.384
H: 4.4081 -2.2935 4.0273  0.462
H: 4.4401 -4.2295 2.4768  0.386
H: 2.5411 -4.6196 0.9516  0.543
H: -0.3696 -2.3213 0.9046  0.149
H: -1.9983 -3.4802 -0.2131  0.387
H: -1.4370 -4.5926 -1.5038  0.442
H: -1.7130 2.9410 -1.3960  0.672
H: -2.4293 4.1514 0.7329  0.428
H: -2.5353 2.5598 1.5153  0.363
H: -3.5630 2.9323 0.1339  0.430
H: 1.0931 1.6906 -1.0571  0.292
H: 0.4471 3.0335 -2.0312  0.306
H: 1.7141 3.3355 -0.8363  0.390
H: 0.3673 1.6547 1.4411  0.176
H: 1.2560 3.1957 1.4395  0.427
H: -0.4086 3.1436 2.0253  0.312
H: -3.3605 1.6661 -2.7056  0.529
H: -3.4131 2.4206 -5.0724  0.447
H: 0.3700 0.5663 -5.7548  0.441
H: 0.4435 -0.1700 -3.3854  0.573
H: 0.5697 -1.1773 2.5116  0.341



1 takes first place; second place is 0.0019 hartree up.



1.
A single C5H4N4O2 molecule. Source: OMol25; level of theory: ωB97M-V/def2-TZVPD.

## Properties
Molar mass: 152.11 g/mol
LUMO: -1.7863 eV
Gap between HOMO and LUMO: 0.241 Ha

Each line ends with the Mulliken charge.
Cartesian coordinates (Å):
O: -3.4571 1.1442 -0.7898  -0.503
C: -2.6080 0.9081 0.0435  0.353
N: -2.9150 0.3953 1.3150  -0.444
N: -1.9188 -0.0147 2.0873  -0.240
C: -0.6075 -0.0896 1.5703  0.040
O: 0.2935 -0.8139 2.2346  -0.519
C: -0.2003 0.4476 0.3690  0.782
N: 1.0026 0.2121 -0.2914  -0.717
C: 0.8293 0.6140 -1.5104  -0.130
N: -0.4094 1.1772 -1.6148  -0.233
C: -1.1715 1.3165 -0.3638  0.397
H: 1.1360 -0.7038 1.7742  0.388
H: 1.6240 0.5837 -2.2756  0.384
H: -0.6256 1.7311 -2.4422  0.226
H: -1.1063 2.3829 -0.0549  0.216



2.
A single C5H4N4O2 molecule. Source: OMol25; level of theory: ωB97M-V/def2-TZVPD.

## Properties
Molar mass: 152.11 g/mol
LUMO: 0.5264 eV
Gap between HOMO and LUMO: 0.368 Ha

Each line ends with the Mulliken charge.
Cartesian coordinates (Å):
O: -0.0957 -3.1273 0.1317  -0.690
C: -0.1642 -1.9583 -0.3762  0.253
N: -1.0092 -1.7354 -1.3918  -0.052
C: -1.1509 -0.5830 -2.0436  0.426
O: -1.7638 -0.5448 -3.0921  -0.628
C: -0.5077 0.5934 -1.5239  0.279
C: -0.8250 1.9631 -1.2624  -0.466
N: 0.0128 2.2729 -0.2310  0.315
N: 0.7803 1.2962 0.2204  -0.932
C: 0.3541 0.2554 -0.4638  0.482
N: 0.7064 -1.0099 -0.0810  -0.104
H: -1.4848 -2.5461 -1.7386  0.218
H: -1.6074 2.7149 -1.7602  0.353
H: 0.0873 3.2176 0.2016  0.239
H: 1.2265 -1.1545 0.7897  0.308



2 takes first place; second place is 0.1266 hartree up.



1.
2 unconnected molecules or ions with the total composition CH7N2O. Source: OMol25; level of theory: ωB97M-V/def2-TZVPD.

## Properties
Total charge: +1
Molar mass: 63.08 g/mol
LUMO: -3.5091 eV
Gap between HOMO and LUMO: 0.461 Ha

Each line ends with the Mulliken charge.
Cartesian coordinates (Å):
N: -0.4756 -0.7995 -0.1796  -0.247
C: -0.4427 0.4467 -0.5530  0.246
N: -1.3721 1.1157 -1.1938  -0.306
H: -1.2987 -1.3604 -0.3015  0.231
H: 0.2288 -1.0887 0.4961  0.284
H: 0.4582 1.0003 -0.3129  0.311
H: -1.1087 2.0052 -1.5806  0.256
H: -2.2947 0.7391 -1.3589  0.242
H: 2.2671 -0.0215 2.0419  0.337
H: 2.0676 -1.4691 1.6393  0.334
O: 1.9708 -0.5677 1.3030  -0.686



2.
2 unconnected molecules or ions with the total composition CH7N2O. Source: OMol25; level of theory: ωB97M-V/def2-TZVPD.

## Properties
Total charge: +1
Molar mass: 63.08 g/mol
LUMO: -3.7876 eV
Gap between HOMO and LUMO: 0.445 Ha

Each line ends with the Mulliken charge.
Cartesian coordinates (Å):
O: 0.4752 0.0128 -2.5287  -0.649
H: 0.0689 0.5689 -0.5971  0.397
H: 1.3918 0.2066 -2.7981  0.329
H: -0.0559 0.1097 -3.3373  0.328
N: 0.0766 -0.1246 0.1583  -0.369
C: -0.2748 0.3246 1.5363  -0.008
N: -0.1912 -0.5586 2.4138  -0.467
H: 0.6569 -0.9644 0.1030  0.365
H: -0.8658 -0.5607 0.1171  0.398
H: -0.5262 1.3736 1.6886  0.374
H: -0.7555 -0.3878 3.2441  0.303



1 takes first place; second place is 0.0729 hartree up.



1.
2 unconnected molecules or ions with the total composition C6H10N2O2. Source: OMol25; level of theory: ωB97M-V/def2-TZVPD.

## Properties
Molar mass: 142.16 g/mol
LUMO: 0.6566 eV
Gap between HOMO and LUMO: 0.382 Ha

Each line ends with the Mulliken charge.
Cartesian coordinates (Å):
C: 2.0110 1.8743 1.6143  -1.157
C: 0.9167 0.8650 1.4807  0.147
C: -0.2194 1.0720 0.8315  -0.524
C: -1.2526 0.0110 0.5877  -0.689
N: -0.9631 -0.5981 -0.7007  -0.345
C: -1.6355 -1.5659 -1.1325  0.594
O: -1.3342 -2.1474 -2.3021  -0.511
O: -2.6835 -2.1357 -0.5138  -0.481
H: 2.7954 1.6736 0.8797  0.281
H: 1.6388 2.8822 1.4437  0.310
H: 2.4696 1.8240 2.5996  0.367
H: 1.1128 -0.1037 1.9253  0.330
H: -0.4141 2.0310 0.3682  0.282
H: -2.2568 0.4503 0.5764  0.361
H: -1.2231 -0.7496 1.3759  0.344
H: -0.5333 -1.7487 -2.6738  0.319
H: -3.0083 -2.8740 -1.0455  0.346
C: 1.5256 -0.2335 -1.7514  0.604
N: 1.7237 -0.8695 -2.6766  -0.508
H: 1.3305 0.3426 -0.8867  -0.070



2.
A single C6H10N2O2 molecule. Source: OMol25; level of theory: ωB97M-V/def2-TZVPD.

## Properties
Molar mass: 142.16 g/mol
LUMO: 0.0521 eV
Gap between HOMO and LUMO: 0.322 Ha

Each line ends with the Mulliken charge.
Cartesian coordinates (Å):
C: 2.6105 -0.6837 0.5405  -1.326
C: 1.6958 -0.7851 -0.7077  -0.576
C: 0.3177 -0.4223 -0.4162  -0.199
C: -0.8277 -1.0335 -0.5018  0.567
N: -1.9373 -0.8903 -0.0844  -0.116
C: -3.2304 -1.0611 -0.4386  0.488
C: -4.0861 0.1121 -0.0376  -0.786
O: -3.7516 -2.0805 -0.7796  -0.542
N: 0.0210 1.0523 -0.1731  0.090
O: -1.1991 1.3992 0.0969  -0.707
H: 2.9077 0.2751 0.7654  0.413
H: 3.6331 -1.0731 0.4376  0.398
H: 2.3307 -1.2649 1.4573  0.330
H: 1.7839 -1.7613 -0.9081  0.347
H: 2.2076 -0.0496 -1.5034  0.185
H: -4.6774 -0.0592 0.8014  0.259
H: -3.3685 0.9358 0.0246  0.240
H: -4.9372 0.3185 -0.7144  0.288
H: 0.4163 1.6773 -1.0484  0.338
H: 0.5853 1.4103 0.5969  0.308



3.
2 unconnected molecules or ions with the total composition C6H10N2O2. Source: OMol25; level of theory: ωB97M-V/def2-TZVPD.

## Properties
Molar mass: 142.16 g/mol
LUMO: 0.4176 eV
Gap between HOMO and LUMO: 0.378 Ha

Each line ends with the Mulliken charge.
Cartesian coordinates (Å):
C: -0.3635 -2.9547 -1.2035  -0.856
N: 0.6246 -2.2313 -1.9847  -0.469
C: 1.1210 -1.0034 -1.4070  1.790
C: 0.0353 0.0087 -1.3969  -0.312
N: -0.6763 0.8522 -1.8115  -0.675
C: 1.8857 -1.1132 -0.0311  -0.666
C: 3.1711 -0.8426 -0.7920  0.404
O: 4.3317 -0.8699 -0.4853  -0.548
C: 2.4438 -0.5385 -2.0908  -1.031
H: -0.0391 -3.1751 -0.1701  0.287
H: -1.2996 -2.3801 -1.1549  0.270
H: -0.5808 -3.9070 -1.7021  0.364
H: 1.4040 -2.8342 -2.2288  0.302
H: 1.6695 -0.3241 0.7027  0.251
H: 1.8210 -2.0923 0.4620  0.283
H: 2.7458 -1.1260 -2.9685  0.307
H: 2.4752 0.5293 -2.3438  0.336
O: -1.3828 0.9673 0.7708  -0.709
H: -1.5536 1.4493 -0.1777  0.384
H: -0.4710 1.0777 1.0629  0.289



1 takes first place; second place is 0.0340 hartree up.